# 1
134
Properties=species:S:1:pos:R:3 method="wB97M-V/def2-TZVPD" total_charge=+1 total_energy_ev=-140474.5089 gap_ev="7.41 / 4.30" spin_multiplicity=5 homo_ev="-9.315 / -9.385"
Co 0.45642 0.27991 0.31692
C -1.89760 2.05139 -1.46657
O -1.09205 1.77941 -0.32524
C -0.98546 2.88095 0.52649
C -1.88891 3.01966 1.58093
C -2.84686 1.93739 2.03813
C -3.45644 0.97152 1.05232
C -4.75779 1.29263 0.67403
C -5.52739 0.51699 -0.17226
C -4.91960 -0.60444 -0.72915
C -3.63177 -0.97255 -0.38376
C -2.97327 -2.16789 -1.03644
C -2.27500 -1.72802 -2.30559
C -3.03030 -1.66562 -3.47038
C -2.50193 -1.25580 -4.68534
C -1.18179 -0.82083 -4.68603
C -0.38803 -0.86551 -3.55020
C 1.03245 -0.35202 -3.64078
C 1.03725 1.14331 -3.44207
C 0.89207 2.02844 -4.49088
C 0.86402 3.41221 -4.31075
C 0.93698 3.88674 -2.99947
C 1.08719 3.04567 -1.92144
C 1.25280 3.58132 -0.52858
C 0.03093 3.82054 0.33239
C 0.02784 4.97052 1.10791
C -0.91346 5.19037 2.10111
C -1.82714 4.17452 2.35248
C -0.92899 6.46562 2.92454
C 0.08428 7.50181 2.42384
C -0.58966 6.11938 4.38147
C -2.32530 7.09589 2.83077
C 1.17627 1.63938 -2.11629
O 1.38845 0.84438 -1.11988
C 0.80955 4.41062 -5.45584
C 0.71721 3.72077 -6.81839
C -0.41889 5.32347 -5.30588
C 2.09261 5.26026 -5.42706
C -0.92882 -1.35628 -2.35423
O -0.10305 -1.49567 -1.22838
C 0.56878 -2.75001 -1.19215
C -3.29846 -1.27060 -5.98201
C -2.57814 -2.16925 -6.99893
C -4.71799 -1.81273 -5.78984
C -3.39886 0.16308 -6.52326
C -2.91040 -0.21273 0.55425
O -1.63556 -0.74347 0.77077
C -6.96857 0.87688 -0.48556
C -7.85975 -0.33155 -0.16927
C -7.46945 2.06695 0.34123
C -7.07620 1.24592 -1.97038
H -2.92014 2.28201 -1.15388
H -1.90334 1.15097 -2.07662
H -1.48938 2.88691 -2.04270
H -3.67547 2.44124 2.54308
H -2.32775 1.37845 2.81181
H -5.16238 2.20634 1.07658
H -5.45590 -1.21793 -1.43724
H -3.73559 -2.90657 -1.28953
H -2.26072 -2.61789 -0.34725
H -4.05879 -1.97730 -3.41092
H -0.73862 -0.45626 -5.60035
H 1.43702 -0.60049 -4.62376
H 1.65229 -0.80030 -2.86434
H 0.81846 1.62167 -5.48600
H 0.88608 4.95021 -2.81685
H 1.80558 4.52102 -0.59057
H 1.86543 2.85326 0.02131
H 0.79385 5.70374 0.91964
H -2.53216 4.27998 3.16222
H 1.10930 7.15808 2.55391
H -0.03129 8.42197 2.99290
H -0.08428 7.73499 1.37445
H 0.37256 5.61082 4.43328
H -1.34178 5.46932 4.82087
H -0.53077 7.03207 4.97000
H -2.56446 7.30772 1.79019
H -2.35507 8.02855 3.38899
H -3.08959 6.43652 3.23115
H -0.19075 3.12520 -6.88521
H 1.58205 3.08506 -6.99203
H 0.68862 4.46630 -7.61003
H -1.33053 4.72916 -5.28432
H -0.47217 6.00424 -6.15344
H -0.37611 5.91976 -4.39843
H 2.96593 4.62507 -5.56072
H 2.19786 5.79216 -4.48505
H 2.07528 5.99398 -6.23046
H -0.12439 -3.56459 -0.95277
H 1.33566 -2.67679 -0.42126
H 1.04123 -2.97415 -2.15249
H -2.50144 -3.18490 -6.61642
H -1.57455 -1.81123 -7.20992
H -3.13114 -2.19789 -7.93553
H -4.69841 -2.83217 -5.41119
H -5.24122 -1.82163 -6.74386
H -5.28474 -1.18454 -5.10626
H -2.41761 0.57248 -6.74819
H -3.87693 0.80664 -5.78700
H -3.99358 0.17971 -7.43439
H -7.75314 -0.61189 0.87698
H -7.59890 -1.18882 -0.78309
H -8.90143 -0.08230 -0.35594
H -7.36569 1.87826 1.40746
H -8.52443 2.23147 0.13561
H -6.93747 2.98134 0.08568
H -6.80770 0.40578 -2.60492
H -6.40889 2.07539 -2.19967
H -8.09647 1.54425 -2.19941
S -2.04330 -1.28997 3.45890
C -0.97362 -0.88579 1.98541
N -0.16998 0.24942 2.25668
C -0.35119 0.72363 3.49355
C 0.17447 1.91763 4.01730
C -0.10939 2.29148 5.31013
C -0.93006 1.51182 6.12701
C -1.52701 0.36791 5.62687
C -1.25291 -0.01165 4.32815
H -0.35239 -1.79300 1.85229
H 0.73086 2.56081 3.35429
H 0.29738 3.21023 5.70569
H -1.14133 1.82507 7.13620
H -2.20495 -0.22659 6.21881
S 2.98020 0.25908 1.70472
C 3.74848 1.72543 1.78735
N 3.36161 2.75692 2.54855
C 4.03573 4.02044 2.35951
C 5.43216 3.67544 1.85833
S 5.22977 2.09176 0.94353
H 2.52005 2.68387 3.09960
H 4.07945 4.57714 3.29733
H 3.49480 4.62088 1.61559
H 6.13175 3.50072 2.67696
H 5.84422 4.42244 1.18449

---

# 2
134
Properties=species:S:1:pos:R:3 method="wB97M-V/def2-TZVPD" total_charge=+3 total_energy_ev=-296611.0806 gap_ev="5.02 / 7.11" spin_multiplicity=5 homo_ev="-14.829 / -14.837"
Mn 0.24901 0.86129 0.12435
C -5.10932 4.28590 2.02077
C -3.74589 4.57238 2.68582
C -3.92315 5.64004 3.76541
C -3.23988 3.26063 3.26570
C -3.53684 2.81904 4.55110
C -3.20582 1.54319 4.98394
C -2.57965 0.65977 4.12463
C -2.23700 1.08001 2.83730
P -1.64179 -0.05811 1.57937
C -3.04823 -0.44409 0.52583
C -4.31037 -0.39800 0.98353
C -5.42562 -0.62551 0.07484
C -5.22326 -1.19869 -1.11654
C -3.84515 -1.66664 -1.53617
C -2.87146 -0.62928 -0.95967
C -1.12806 -1.55602 2.44411
C -1.67126 -2.79174 2.10303
C -1.25915 -3.94151 2.76512
C -0.31999 -3.85819 3.78004
C 0.20419 -2.62152 4.14545
C -0.19127 -1.47588 3.47891
C -2.55151 2.38047 2.44307
O -2.17844 2.72218 1.16992
C -2.05363 4.07285 0.89033
C -1.18483 4.41695 -0.13651
C -1.06320 5.75896 -0.49608
C -1.78406 6.72189 0.18164
C -2.61919 6.35049 1.22596
C -2.77707 5.02196 1.60181
P -0.10015 3.18776 -0.89955
C -0.29255 3.42429 -2.67947
C 0.73110 3.13742 -3.57995
C 0.49897 3.20077 -4.94653
C -0.76122 3.53343 -5.42382
C -1.78931 3.80751 -4.53165
C -1.56068 3.75278 -3.16485
C 1.55965 3.69751 -0.31745
C 2.56598 4.30812 -1.05881
C 3.78760 4.60463 -0.46412
C 4.01017 4.31065 0.87381
C 2.99987 3.72719 1.62863
C 1.78799 3.41725 1.03342
H -5.82640 3.93659 2.76435
H -5.01597 3.52349 1.24418
H -5.50097 5.19415 1.56271
H -4.64022 5.31467 4.51652
H -4.33406 6.55378 3.34145
H -2.97980 5.87658 4.25848
H -4.06127 3.47545 5.23046
H -3.46820 1.22906 5.98423
H -2.37223 -0.35167 4.44329
H -4.52012 -0.18239 2.02557
H -6.42310 -0.37129 0.40491
H -6.05895 -1.42005 -1.76856
H -3.78064 -1.62486 -2.62571
H -3.16756 0.33059 -1.41642
H -2.44401 -2.85285 1.34941
H -1.69386 -4.89684 2.50445
H -0.01370 -4.75127 4.30739
H 0.90397 -2.55449 4.96800
H 0.19176 -0.51108 3.78991
H -0.39356 6.04404 -1.29845
H -1.69312 7.76312 -0.09301
H -3.16629 7.12058 1.75020
H 1.71771 2.88000 -3.21972
H 1.30639 3.00487 -5.64011
H -0.93916 3.59188 -6.48888
H -2.76873 4.07941 -4.90104
H -2.36427 3.98697 -2.47784
H 2.39827 4.59119 -2.08927
H 4.55980 5.09004 -1.04573
H 4.95723 4.56184 1.33163
H 3.14441 3.54224 2.68518
H 0.98168 3.02061 1.65375
C 2.70237 0.44317 -3.30285
As 2.23597 0.09195 -1.44484
C 3.91224 0.61095 -0.59227
C 2.29633 -1.86182 -1.30069
C 1.19378 -2.72623 -1.94170
C 1.51905 -4.18250 -1.58046
C -0.20751 -2.46796 -1.35502
As -0.99059 -0.68564 -1.48492
C -1.12780 -0.05709 -3.31104
C -3.64527 -3.12813 -1.08299
C 1.21031 -2.55958 -3.46726
As -0.18480 -3.54000 -4.49811
C 0.13066 -2.56629 -6.16512
C 0.81607 -5.15078 -4.96119
H 3.37069 -0.35735 -3.61883
H 3.23721 1.39100 -3.34223
H 1.84866 0.48847 -3.97206
H 4.50875 -0.28273 -0.41081
H 3.72811 1.13791 0.34000
H 4.45440 1.26769 -1.27001
H 2.34116 -2.05519 -0.22400
H 3.26127 -2.15064 -1.72690
H 1.58461 -4.31778 -0.49911
H 2.46825 -4.48672 -2.02342
H 0.74222 -4.85118 -1.95588
H -0.22374 -2.69421 -0.28326
H -0.91078 -3.13487 -1.85461
H -1.54989 -0.84881 -3.93158
H -0.16527 0.25325 -3.70549
H -1.79335 0.80709 -3.30201
H -3.93976 -3.81215 -1.87676
H -4.25512 -3.35525 -0.20879
H -2.60970 -3.34850 -0.83337
H 2.19326 -2.84652 -3.85202
H 1.06331 -1.51251 -3.74019
H -0.27336 -1.55571 -6.10423
H -0.38124 -3.08473 -6.97413
H 1.19478 -2.51999 -6.39512
H 0.91397 -5.81099 -4.10209
H 1.80361 -4.89562 -5.34417
H 0.26219 -5.68170 -5.73424
N 1.63619 0.03882 1.49253
C 2.41394 -0.09866 2.34943
N 3.26719 -0.25210 3.30175
C 4.37098 -1.24680 3.17917
C 5.44476 -0.91632 4.21102
C 5.63891 0.59360 4.29660
C 4.39067 1.27674 4.87983
C 3.12451 0.46654 4.59022
H 4.77483 -1.16356 2.17046
H 3.96690 -2.25136 3.31626
H 6.36603 -1.41725 3.91642
H 5.17030 -1.32156 5.18725
H 5.84172 0.98127 3.29407
H 6.51063 0.83191 4.90261
H 4.29515 2.28443 4.47489
H 4.47984 1.37956 5.96161
H 2.23653 1.09347 4.53643
H 2.95373 -0.28483 5.36239

---

# 3
143
Properties=species:S:1:pos:R:3 method="wB97M-V/def2-TZVPD" total_energy_ev=-110584.4955 smiles=CCSCN1c2cc([C@@H](F)CC)c(B(C)O)cc2Sc2c(CCC(F)(F)F)ccc([C@H](C)F)c21.c1cc[nH]c1.c1cc[nH]c1.c1cc[nH]c1.c1cc[nH]c1.c1cc[nH]c1.c1cc[nH]c1.c1cc[nH]c1.c1cc[nH]c1 gap_ev=8.24 homo_ev=-8.034
C -0.51513 -1.95081 5.43523
C -1.31161 -3.11001 4.82161
S -1.20741 -3.15868 3.00892
C -2.66207 -2.11640 2.66711
N -2.85602 -1.79001 1.22025
C -2.87458 -0.36289 1.11527
C -4.08690 0.27424 1.35674
C -4.20405 1.65564 1.37753
C -5.57814 2.20227 1.69548
F -6.50700 1.30902 1.13104
C -5.87118 2.19380 3.17823
C -5.17478 3.30727 3.96242
C -3.08156 2.46386 1.13914
B -3.03014 4.04485 1.14556
C -1.61811 4.77268 1.31020
O -4.17196 4.80777 1.01775
C -1.87017 1.80184 0.87297
C -1.76226 0.41450 0.86103
S -0.19295 -0.36007 0.60304
C -0.69731 -1.95559 -0.01953
C 0.20082 -2.67707 -0.83198
C 1.53250 -2.12694 -1.27424
C 2.67993 -3.14822 -1.32262
C 3.93852 -2.58368 -0.71659
F 3.90554 -2.62028 0.62104
F 4.15305 -1.32153 -1.08478
F 5.01175 -3.29807 -1.07761
C -0.18857 -3.94234 -1.25760
C -1.43268 -4.43846 -0.91594
C -2.32270 -3.72000 -0.13790
C -3.69665 -4.32226 0.10469
C -4.00911 -4.81418 1.49962
F -3.84391 -5.42146 -0.75930
C -1.94342 -2.46600 0.34824
H 0.23431 -1.61966 4.72283
H 0.00292 -2.25405 6.34157
H -1.14688 -1.09774 5.65792
H -1.05376 -4.07825 5.23003
H -2.36693 -2.94948 5.03489
H -2.49876 -1.18165 3.19830
H -3.55701 -2.55687 3.09781
H -4.94885 -0.33871 1.56456
H -5.76192 3.17023 1.24642
H -6.94273 2.32040 3.30772
H -5.59010 1.23675 3.60931
H -5.08597 4.24231 3.41458
H -5.75969 3.52075 4.85309
H -4.20209 2.99986 4.33795
H -1.06398 4.52053 0.40989
H -1.07500 4.34093 2.14754
H -1.70842 5.85185 1.37056
H -4.08614 5.51030 0.36776
H -0.96780 2.35790 0.67694
H 1.39630 -1.77771 -2.29766
H 1.82608 -1.24858 -0.71521
H 2.45671 -4.07384 -0.80574
H 2.93099 -3.37311 -2.35458
H 0.47027 -4.50944 -1.89359
H -1.70885 -5.39973 -1.30966
H -4.43097 -3.59513 -0.23434
H -4.65487 -5.68382 1.43074
H -3.12124 -5.11707 2.03847
H -4.55338 -4.04468 2.03377
N -3.11504 -5.42609 -4.23376
C -2.05588 -5.81417 -5.00673
C -2.08995 -5.08238 -6.16479
C -3.21463 -4.21673 -6.08347
C -3.82348 -4.45165 -4.87997
H -3.33869 -5.79772 -3.32714
H -1.37186 -6.57402 -4.66885
H -1.38899 -5.15821 -6.97941
H -3.53669 -3.50449 -6.82318
H -4.69677 -4.01139 -4.43049
N -5.27042 -6.88179 -9.43916
C -6.08849 -6.32688 -10.38587
C -6.14864 -4.98071 -10.14789
C -5.33256 -4.71409 -9.01370
C -4.80201 -5.90718 -8.60021
H -5.04756 -7.85661 -9.36937
H -6.55460 -6.93432 -11.14251
H -6.71408 -4.26539 -10.72126
H -5.15764 -3.75558 -8.55650
H -4.13849 -6.14494 -7.78700
N 0.15828 3.22960 -2.15914
C 1.09936 4.21937 -2.24602
C 0.60497 5.19424 -3.06948
C -0.68523 4.77472 -3.49804
C -0.93316 3.56055 -2.91617
H 0.25387 2.38439 -1.62375
H 2.03608 4.14205 -1.72028
H 1.11204 6.10489 -3.33989
H -1.35244 5.30476 -4.15715
H -1.78601 2.90453 -2.97547
N 2.78070 -0.34325 -5.33268
C 2.63337 0.17927 -4.07496
C 1.78265 1.24599 -4.16014
C 1.40778 1.38019 -5.52514
C 2.04114 0.38760 -6.22222
H 3.34500 -1.13799 -5.56727
H 3.13476 -0.25896 -3.22799
H 1.44354 1.84946 -3.34022
H 0.74330 2.11818 -5.94221
H 2.02347 0.13455 -7.26829
N -1.99850 4.78261 4.89565
C -1.29759 3.80404 5.54867
C -0.67598 4.37659 6.62560
C -1.01839 5.75490 6.62870
C -1.83314 5.97215 5.55257
H -2.54503 4.64563 4.06574
H -1.29915 2.78794 5.19007
H -0.04444 3.86641 7.33097
H -0.70043 6.50061 7.33766
H -2.30672 6.87060 5.19548
N 1.36619 1.59171 8.03157
C 1.45303 0.45734 7.27269
C 2.76043 0.30157 6.89798
C 3.49193 1.38523 7.45642
C 2.60402 2.16215 8.15053
H 0.52221 1.95021 8.43746
H 0.58136 -0.13742 7.06535
H 3.15017 -0.49864 6.29127
H 4.54793 1.57196 7.35816
H 2.74575 3.06785 8.71470
N 6.66094 1.68086 0.25191
C 6.89688 3.02946 0.18976
C 6.18413 3.52944 -0.86635
C 5.49040 2.44152 -1.46462
C 5.80243 1.31646 -0.74964
H 7.05411 1.05413 0.92874
H 7.54662 3.51320 0.89870
H 6.16137 4.56074 -1.17680
H 4.83752 2.48062 -2.32188
H 5.48553 0.29483 -0.87153
N 12.00868 3.10151 0.78070
C 12.30684 1.90810 1.38032
C 11.15844 1.16487 1.42748
C 10.12731 1.94166 0.83058
C 10.68427 3.12916 0.44012
H 12.66221 3.84367 0.61562
H 13.30526 1.69169 1.71912
H 11.06663 0.17503 1.84212
H 9.10275 1.65917 0.69872
H 10.25307 3.98558 -0.04939